No. 1
# C37H67NO6S

6 unconnected molecules or ions with the total composition C37H67NO6S at a distorted geometry (ωB97M-V with the def2-TZVPD basis set, the Open Molecules 2025 dataset).

**HOMO**: -0.2640 Ha
**Net charge**: 0
**HOMO-LUMO gap**: 7.083 eV
**SMILES**: C=Cc1c(CCCO)ccc2c1Sc1ccccc1N2.CCOCC.CCOCC.CCOCC.CCOCC.CCOCC
**E**: -64061.2499 eV

Structure (XYZ):
```
112
Properties=species:S:1:pos:R:3:forces:R:3:mulliken_charge:R:1
S -1.84372 3.75133 4.01091 0.08 0.12 0.09 -0.285
O 2.92006 -1.23041 -6.87924 -0.13 0.28 -0.05 -0.392
O -0.69872 2.15624 -5.70176 -0.21 0.10 0.14 -0.397
O 2.45994 3.94481 7.99380 0.01 0.16 0.08 -0.437
O -2.71387 -3.46313 1.44302 0.01 0.22 0.00 -0.383
O 3.00715 -2.66103 -2.61908 0.03 0.01 -0.18 -0.266
O -4.52566 1.65694 -3.21997 0.00 -0.04 0.20 -0.535
N -1.22248 0.93304 4.58277 -0.31 0.14 -0.32 -0.004
C 2.88201 2.76345 8.64617 -0.03 -0.12 0.02 -0.276
C -2.60250 1.20486 -1.74412 -0.57 0.71 0.34 -0.275
C 3.05587 -2.29466 -7.79990 0.05 -0.12 -0.03 -0.333
C -2.90483 1.49153 0.76038 0.19 0.22 -0.07 0.000
C 1.15639 -3.67991 -1.35127 0.01 0.14 0.01 -0.924
C 2.72919 -3.65987 -7.21740 0.01 0.02 0.12 -1.060
C -2.73310 2.60452 1.60354 -1.61 -0.91 -0.61 0.295
C -3.55653 1.60730 -0.59728 0.04 -0.74 0.08 -0.970
C -2.89269 3.59178 6.55067 -0.12 0.18 0.24 -0.476
C 4.14390 2.14848 8.06395 0.02 0.07 -0.09 -1.052
C -1.49689 -5.14415 2.76994 0.05 0.03 -0.12 -1.076
C -0.51846 2.32323 -7.09811 0.08 -0.07 -0.13 -0.414
C -3.37365 0.84390 -3.00914 0.22 -0.02 -0.52 -0.471
C -2.24442 0.92738 6.80735 0.15 -0.55 -0.10 -0.753
C -3.82637 4.83463 1.96864 0.38 -0.25 -0.52 -0.964
C -2.76892 -4.34187 2.55208 0.00 -0.11 0.07 -0.367
C 0.48315 1.98978 -4.93758 0.11 -0.09 0.02 0.037
C -3.15396 3.94238 1.15989 -0.37 0.17 0.45 -0.834
C -2.25019 2.92339 5.52798 0.31 -0.22 -1.01 1.200
C 1.04612 2.83721 6.30611 0.07 -0.06 0.21 -0.637
C -2.48707 0.24126 1.18855 0.31 -0.39 0.15 -0.970
C 3.38114 -1.71608 -1.63228 -0.02 0.06 0.13 -0.228
C -3.21567 2.93216 7.72693 0.17 -0.09 -0.33 -0.581
C 4.41497 -2.22742 -0.64389 0.01 -0.12 -0.04 -1.186
C -2.89436 1.58519 7.83252 -0.22 0.37 0.43 -0.742
C 2.15865 3.82237 6.61358 0.00 -0.07 -0.19 -0.772
C -1.76474 1.14312 3.28815 0.19 -0.22 -0.26 0.635
C 0.18121 1.14436 -7.74913 0.09 -0.03 0.07 -0.851
C -1.89332 1.57794 5.62895 -0.44 0.33 0.84 -0.408
C -2.48795 -4.06479 0.17994 0.04 -0.09 -0.08 0.201
C -1.91738 0.05554 2.43394 -0.05 0.32 0.16 -1.467
C 1.45416 3.15409 -5.03238 -0.07 0.07 -0.08 -1.255
C -3.54519 -5.07766 -0.22347 -0.07 0.00 0.11 -1.274
C 5.22614 -1.30786 -6.01075 -0.02 0.01 -0.15 -1.250
C 3.73518 -1.29258 -5.71967 0.06 -0.16 0.10 0.231
C 2.43653 -3.86826 -2.14861 -0.04 -0.09 0.09 -0.681
C -2.14921 2.41007 2.86929 -0.25 0.25 0.36 1.361
H 1.71353 -3.66994 -6.81901 -0.01 0.00 -0.03 0.287
H -3.58306 -5.92620 0.46070 0.06 -0.04 -0.04 0.280
H -2.94662 -3.70459 3.41914 -0.03 0.07 -0.06 0.345
H -2.48410 -3.24289 -0.53744 0.01 0.06 0.06 0.308
H 4.05915 -2.29502 -8.24177 0.02 -0.03 0.04 0.305
H 2.81127 -4.42646 -7.98887 -0.02 0.01 -0.02 0.417
H 0.14819 1.88200 -3.90460 -0.09 0.00 -0.03 0.244
H 5.31390 -2.55549 -1.16798 0.01 0.02 0.00 0.313
H 1.30917 1.82152 6.60952 0.01 -0.01 -0.06 0.253
H -4.83877 4.64764 2.31644 0.72 -0.84 1.65 0.253
H 0.75123 -4.65012 -1.06057 0.01 -0.01 -0.03 0.400
H 0.26704 1.29429 -8.82616 -0.03 0.02 0.00 0.438
H -0.37642 0.22460 -7.56668 -0.02 0.00 -0.02 0.260
H -1.12311 -0.05793 4.75115 0.12 0.03 0.14 0.318
H -3.72071 -0.19039 -2.98603 -0.18 0.07 0.18 0.320
H 5.51313 -0.42668 -6.58727 0.01 0.01 0.02 0.320
H -0.64193 -4.47776 2.89627 0.00 0.00 0.03 0.284
H -3.63509 -5.00753 2.47087 0.02 -0.03 -0.02 0.350
H -1.51856 2.43510 -7.51767 -0.05 0.00 0.13 0.350
H -3.33194 -5.46317 -1.22093 0.00 0.02 -0.01 0.426
H 5.78845 -1.31222 -5.07621 -0.02 0.01 0.01 0.383
H -3.17805 1.06373 8.73778 0.11 -0.17 -0.07 0.378
H 0.98143 1.05074 -5.20458 0.03 0.02 -0.03 0.141
H 2.49536 -1.34325 -1.10548 0.00 -0.03 0.03 0.248
H 3.06320 3.57150 6.04687 0.00 -0.04 0.01 0.338
H 0.01301 3.25832 -7.30877 0.06 -0.03 0.02 0.275
H -1.48918 -4.51468 0.14478 -0.02 -0.04 0.02 -0.042
H 0.41026 -3.15211 -1.94754 -0.01 -0.03 -0.01 0.298
H -1.27960 -5.80410 1.92912 -0.04 -0.05 0.03 0.254
H 0.82385 2.81279 5.23983 0.03 0.07 -0.01 0.386
H 1.82447 3.29674 -6.04813 0.06 -0.06 0.01 0.283
H -2.00214 0.37643 -1.37106 0.20 -0.05 -0.37 0.399
H 5.52357 -2.18761 -6.58310 0.01 -0.04 0.07 0.322
H -1.59380 -0.92086 2.77695 -0.12 -0.10 -0.15 0.341
H 0.97010 4.08161 -4.72242 0.01 0.00 0.03 0.347
H 3.06528 3.05252 9.68151 -0.03 0.08 -0.01 0.343
H 1.18527 1.00122 -7.34873 0.04 -0.02 -0.11 0.138
H -2.02272 -0.12909 6.92279 0.05 0.01 -0.05 0.333
H 1.85861 4.81978 6.29123 0.02 0.04 0.09 0.345
H -1.95436 2.06308 -1.94891 0.24 -0.17 0.01 0.188
H 3.17086 -4.43865 -1.56855 -0.01 0.02 0.05 0.358
H -1.59280 -5.76375 3.66200 -0.01 0.02 0.02 0.405
H 4.04401 -3.07211 -0.06205 -0.03 0.05 0.05 0.274
H -2.61034 -0.63945 0.56740 -0.11 0.08 -0.08 0.744
H 2.07010 2.02692 8.66635 0.02 -0.03 -0.04 0.267
H 1.32088 -3.10195 -0.44062 0.01 -0.06 0.04 0.287
H 3.79445 -0.86993 -2.18257 -0.03 -0.04 -0.08 0.330
H -2.73767 0.93328 -3.89703 0.20 -0.11 0.13 0.156
H -3.72998 3.46102 8.51632 0.03 -0.06 0.08 0.417
H -3.13157 4.64150 6.43481 -0.04 -0.02 -0.10 0.374
H -4.53278 -4.61460 -0.23217 0.00 0.01 -0.03 0.331
H -3.32617 5.74620 2.29479 -0.91 1.00 -1.47 0.341
H -3.99797 2.58755 -0.75304 -0.01 0.01 -0.02 0.567
H 2.22125 -4.45526 -3.04213 0.04 0.06 -0.05 0.357
H 2.35943 -2.07111 -8.60887 -0.02 0.08 0.03 0.347
H 4.96370 2.86799 8.08646 0.00 -0.01 0.02 0.283
H 4.68780 -1.43596 0.05469 0.00 0.02 -0.02 0.406
H -4.23336 2.57360 -3.25500 -0.03 -0.01 -0.10 0.317
H 4.43419 1.27067 8.64270 0.00 0.01 0.02 0.391
H 3.40580 -3.93035 -6.40552 0.04 -0.02 -0.04 0.222
H 3.49249 -0.40004 -5.14079 -0.10 0.02 -0.07 0.199
H 0.13626 3.11718 6.83782 0.01 0.01 0.03 0.286
H 4.00654 1.83492 7.02839 -0.03 -0.06 0.02 0.279
H -4.38348 0.88968 -0.61519 -0.13 0.15 0.01 0.358
H -2.95521 4.20564 0.11997 1.68 0.67 0.49 0.411
H 2.31447 2.97692 -4.38577 -0.01 -0.01 0.02 0.410
H 3.44988 -2.14806 -5.10144 0.06 0.00 0.03 -0.001
```
Forces are in eV/Å.

=====

No. 2
# C5H8N

A gas-phase ion, C5H8N (charge +1) at a distorted geometry (ωB97M-V with the def2-TZVPD basis set, the Open Molecules 2025 dataset).

**HOMO**: -0.5766 Ha
**Net charge**: +1
**HOMO-LUMO gap**: 8.269 eV
**Relative energy (zero: lowest compared OMol25 entry of this formula, charge and spin)**: 471.2 kJ/mol
**E**: -6793.2048 eV

Structure (XYZ):
```
14
Properties=species:S:1:pos:R:3:forces:R:3:nbo_charge:R:1
N -1.92229 0.13919 0.18769 2.68 -2.08 0.82 -0.143
C -1.19062 -1.24309 0.71239 -0.36 1.45 -3.69 -0.303
C -0.18374 1.92597 -0.37451 -1.69 -0.28 -2.82 -0.670
C -0.74915 0.61299 -0.07221 1.52 -0.08 1.84 0.155
C 1.47283 -0.91552 -0.12280 -1.38 -3.46 -1.81 -0.773
C 0.17305 -0.56591 0.27551 -5.62 0.31 -0.49 0.528
H 2.04004 -0.18438 0.27176 2.81 2.85 0.74 0.294
H 1.45728 -0.93151 -1.25961 0.13 0.68 0.87 0.346
H 1.83220 -1.91057 0.13047 -0.19 -0.01 0.42 0.285
H -0.97229 2.70051 -0.58971 1.13 -0.75 -0.01 0.283
H 0.51300 1.66349 -1.20259 -0.47 1.04 -0.02 0.240
H -1.50268 -1.96637 -0.07925 0.47 -0.25 1.16 0.249
H -1.40230 -1.50487 1.70756 -0.12 -0.28 1.23 0.260
H 0.43467 2.18006 0.41529 1.08 0.86 1.78 0.249
```
Forces are in eV/Å.